Record 1
48
Properties=species:S:1:pos:R:3:forces:R:3:nbo_charge:R:1 method="wB97M-V/def2-TZVPD" e_lumo_ev="-10.66 / -12.99" s2=6.043 total_charge=+3 gap_ev="4.20 / 1.87" multiplicity=5
Os 2.385 0.280 1.534 -0.35 1.50 -0.68 1.327
N 4.511 0.404 2.114 -0.34 -0.08 0.01 -0.623
N 4.907 1.655 2.621 -0.06 0.09 0.05 -0.409
C 4.035 2.658 2.743 0.12 0.08 -0.08 0.352
N 4.418 3.781 3.287 -0.08 0.11 0.02 -0.681
S 2.403 2.515 2.166 -0.14 -0.44 -0.22 0.075
H 4.702 -0.298 2.822 0.14 -0.19 0.24 0.427
H 5.096 0.193 1.309 0.06 -0.09 -0.24 0.433
H 5.865 1.744 2.929 0.16 -0.02 0.06 0.441
H 5.349 3.936 3.653 0.05 0.01 0.01 0.449
H 3.770 4.553 3.368 -0.03 0.08 0.02 0.459
C 0.399 1.854 -0.934 -0.05 -0.05 0.07 -0.683
C -0.241 1.036 0.132 -0.63 0.37 0.04 0.451
N 0.395 0.332 1.092 0.83 -0.51 0.48 -0.552
C -0.582 -0.275 1.891 0.02 -0.04 -0.03 -0.087
C -1.790 0.093 1.428 0.08 0.05 0.02 -0.013
N -1.556 0.907 0.328 0.46 -0.01 -0.08 -0.286
C -2.623 1.622 -0.417 -0.96 -0.25 -0.15 -0.043
N -3.799 0.828 -0.538 0.87 1.13 1.30 -0.270
N -4.719 0.867 0.518 0.01 -0.18 -0.44 -0.041
N -5.709 0.133 0.220 0.91 0.12 -0.55 -0.124
C -5.466 -0.412 -1.044 -0.20 0.00 0.04 0.015
C -6.250 -1.254 -1.808 -0.06 -0.74 -1.46 -0.145
C -5.754 -1.640 -3.071 -0.70 0.16 1.13 -0.209
C -4.513 -1.195 -3.546 -0.03 0.15 0.25 -0.163
C -3.724 -0.349 -2.793 -0.07 0.25 0.70 -0.279
C -4.238 0.035 -1.532 -0.10 -0.75 -1.05 0.158
H 1.471 1.683 -0.940 0.14 0.00 -0.03 0.232
H 0.220 2.920 -0.776 -0.02 -0.02 0.00 0.274
H 0.022 1.594 -1.925 -0.03 -0.02 0.08 0.276
H -0.337 -0.897 2.735 0.02 0.02 -0.01 0.251
H -2.783 -0.129 1.793 0.01 0.07 -0.15 0.298
H -2.254 1.906 -1.397 0.13 -0.06 -0.08 0.234
H -2.889 2.514 0.141 0.11 0.11 0.16 0.259
H -7.218 -1.584 -1.450 0.08 -0.04 -0.07 0.255
H -6.344 -2.299 -3.694 -0.02 0.06 0.07 0.244
H -4.175 -1.511 -4.524 -0.01 0.00 0.03 0.237
H -2.761 -0.009 -3.162 -0.13 0.05 0.07 0.206
N 3.441 -2.472 -2.032 -0.11 0.06 0.45 -0.684
C 3.100 -2.070 -0.823 0.22 -0.04 -0.61 0.666
O 3.090 -0.868 -0.481 -0.05 0.17 0.37 -0.701
C 2.739 -3.149 0.167 0.16 -0.80 -0.57 -0.175
C 2.428 -2.561 1.374 -0.30 0.79 0.93 0.497
N 2.269 -1.690 2.134 -0.03 -1.58 -0.04 -0.424
C 2.755 -4.516 -0.134 -0.10 0.50 0.15 0.170
N 2.766 -5.627 -0.466 0.04 0.00 0.01 0.004
H 3.470 -3.448 -2.292 -0.01 -0.09 -0.05 0.450
H 3.721 -1.788 -2.719 0.02 0.09 -0.13 0.453

---

Record 2
41
Properties=species:S:1:pos:R:3:forces:R:3:nbo_charge:R:1 method="wB97M-V/def2-TZVPD" e_lumo_ev=0.57 total_charge=0 smiles="O=C(c1cccs1)N1CCN(S(=O)(=O)Cc2ccccc2)CC1" gap_ev=9.67 multiplicity=1
O 4.417 1.820 -1.054 0.22 0.16 -0.03 -0.621
C 3.897 0.876 -0.482 -0.27 0.12 -0.02 0.655
C 4.641 -0.378 -0.265 0.62 -0.23 0.01 -0.321
C 4.271 -1.690 -0.382 -0.05 0.39 0.04 -0.224
C 5.349 -2.580 -0.206 0.19 -0.12 0.03 -0.265
C 6.521 -1.935 0.039 -0.01 0.42 0.02 -0.401
S 6.341 -0.230 0.036 -0.41 -0.41 -0.11 0.501
N 2.623 0.944 -0.019 -0.07 0.10 -0.12 -0.431
C 1.961 -0.046 0.805 -0.16 -0.33 0.35 -0.236
C 0.873 0.640 1.629 0.34 -0.43 0.30 -0.247
N -0.147 1.199 0.761 -1.00 -0.56 -0.10 -0.669
S -1.373 0.089 0.373 0.15 0.76 0.13 2.291
O -1.098 -0.557 -0.880 -0.07 0.11 -0.22 -0.948
O -1.587 -0.740 1.520 -0.08 0.05 0.35 -0.944
C -2.801 1.205 0.170 0.73 -0.68 0.13 -0.668
C -3.968 0.328 -0.121 -0.37 -0.12 -0.13 0.026
C -4.270 -0.025 -1.431 -0.03 0.06 0.06 -0.216
C -5.310 -0.898 -1.697 -0.02 -0.01 -0.08 -0.205
C -6.054 -1.430 -0.658 -0.01 -0.03 0.00 -0.206
C -5.752 -1.089 0.650 -0.05 -0.02 0.06 -0.194
C -4.712 -0.217 0.919 0.01 0.08 -0.05 -0.220
C 0.391 1.854 -0.428 0.07 0.36 -0.59 -0.255
C 1.875 2.160 -0.278 -0.08 0.24 -0.11 -0.231
H 3.274 -2.014 -0.617 -0.21 -0.01 -0.02 0.228
H 5.253 -3.649 -0.260 0.02 -0.18 -0.02 0.227
H 7.486 -2.364 0.220 0.19 -0.13 0.04 0.238
H 2.691 -0.533 1.457 -0.13 0.02 -0.07 0.228
H 1.473 -0.808 0.184 0.11 -0.03 0.13 0.200
H 0.374 -0.081 2.275 0.26 0.07 0.10 0.256
H 1.295 1.439 2.245 -0.05 -0.09 -0.01 0.204
H -2.557 1.873 -0.649 0.03 0.14 -0.06 0.242
H -2.884 1.737 1.112 0.00 0.11 0.05 0.251
H -3.682 0.380 -2.241 0.08 0.04 -0.10 0.215
H -5.537 -1.166 -2.718 -0.02 -0.02 -0.08 0.216
H -6.864 -2.113 -0.866 -0.07 -0.05 -0.02 0.215
H -6.325 -1.508 1.464 -0.04 -0.03 0.07 0.214
H -4.467 0.038 1.938 0.03 0.02 0.13 0.217
H 0.236 1.200 -1.294 0.14 0.22 -0.01 0.225
H -0.156 2.789 -0.586 0.13 -0.02 -0.13 0.205
H 2.031 2.883 0.531 0.03 0.02 -0.12 0.193
H 2.269 2.598 -1.199 -0.16 0.02 0.18 0.256

---

Record 3
41
Properties=species:S:1:pos:R:3:forces:R:3:nbo_charge:R:1 method="wB97M-V/def2-TZVPD" e_lumo_ev=0.78 total_charge=0 smiles="Cc1cc(C)nc(SCC(=O)NNC(=O)c2ccccc2C)n1" gap_ev=9.52 multiplicity=1
C -0.172 -0.500 2.521 0.00 0.01 0.00 -0.668
C -1.177 -0.895 1.492 -0.17 -0.42 -0.02 0.321
C -1.469 -2.221 1.195 -0.13 0.23 -0.10 -0.317
C -2.423 -2.472 0.212 0.26 0.04 0.33 0.289
C -2.792 -3.857 -0.199 0.01 -0.04 0.01 -0.650
N -3.040 -1.475 -0.413 -0.34 0.05 -0.43 -0.490
C -2.682 -0.256 -0.069 0.23 -0.02 0.38 0.286
S -3.433 1.071 -0.937 -0.14 0.36 -0.23 0.271
C -2.587 2.445 -0.090 -0.30 -0.44 0.02 -0.622
C -1.090 2.238 0.047 0.09 0.57 -0.05 0.711
O -0.452 2.654 0.989 0.09 0.14 0.10 -0.636
N -0.486 1.764 -1.088 0.45 -0.40 -0.47 -0.481
N 0.855 1.384 -1.016 -0.40 0.57 0.17 -0.448
C 1.192 0.076 -0.820 -0.16 0.14 -0.12 0.661
O 0.389 -0.821 -0.988 0.02 -0.11 -0.06 -0.619
C 2.633 -0.165 -0.527 0.29 -0.21 0.13 -0.199
C 3.223 -1.210 -1.236 -0.05 0.03 -0.03 -0.148
C 4.550 -1.539 -1.049 -0.03 -0.03 -0.05 -0.226
C 5.299 -0.829 -0.124 0.01 0.03 0.04 -0.184
C 4.709 0.184 0.607 0.05 -0.04 -0.05 -0.243
C 3.374 0.539 0.427 -0.01 -0.08 -0.08 0.103
C 2.814 1.636 1.285 -0.03 0.00 0.08 -0.680
N -1.797 0.087 0.848 -0.28 -0.21 0.24 -0.534
H -0.422 -0.945 3.482 0.05 -0.03 0.08 0.228
H -0.153 0.582 2.613 0.03 0.04 0.02 0.248
H 0.813 -0.860 2.226 0.12 -0.03 0.02 0.230
H -0.962 -3.026 1.699 0.05 -0.12 0.06 0.219
H -2.975 -4.481 0.674 -0.01 -0.10 0.02 0.222
H -1.971 -4.294 -0.764 0.04 -0.09 -0.04 0.233
H -3.677 -3.828 -0.827 -0.03 -0.04 -0.01 0.237
H -3.013 2.573 0.905 0.19 0.04 -0.06 0.254
H -2.785 3.333 -0.691 0.02 0.01 0.01 0.251
H -1.031 1.203 -1.734 0.13 0.14 0.11 0.414
H 1.475 2.127 -0.730 -0.10 -0.15 -0.11 0.408
H 2.613 -1.756 -1.941 -0.05 -0.06 -0.05 0.229
H 4.996 -2.343 -1.613 0.03 -0.07 -0.06 0.217
H 6.338 -1.074 0.037 0.09 -0.02 0.02 0.215
H 5.292 0.719 1.343 0.04 0.04 0.09 0.210
H 1.733 1.595 1.381 -0.03 0.09 0.03 0.247
H 3.246 1.575 2.283 0.03 0.04 0.04 0.225
H 3.089 2.612 0.879 -0.06 0.12 0.02 0.219

---

Record 4
44
Properties=species:S:1:pos:R:3:forces:R:3:nbo_charge:R:1 method="wB97M-V/def2-TZVPD" e_lumo_ev=-0.52 total_charge=0 smiles="Cc1cc(OCC(=O)Nc2cnn(CCCC(=O)O)c2)ccc1[N+](=O)[O-]" gap_ev=7.91 multiplicity=1
C -2.304 -4.181 0.599 -0.08 -0.23 0.10 -0.630
C -2.205 -2.799 0.045 0.34 0.03 -0.20 0.036
C -3.037 -1.806 0.529 -0.05 0.32 -0.04 -0.280
C -2.973 -0.488 0.070 0.25 -0.45 -0.31 0.340
O -3.752 0.403 0.732 -0.05 -0.20 0.15 -0.490
C -3.565 1.783 0.487 0.04 0.43 -0.19 -0.168
C -2.109 2.261 0.639 -0.53 -0.34 0.29 0.650
O -1.711 3.254 0.074 0.12 0.13 -0.20 -0.601
N -1.363 1.470 1.442 0.03 -0.13 0.33 -0.592
C 0.032 1.443 1.461 0.42 0.34 -0.13 0.023
C 0.827 0.431 2.022 -0.13 0.31 -0.20 -0.069
N 2.105 0.686 1.821 0.63 -0.49 0.25 -0.269
N 2.156 1.826 1.145 -0.55 0.05 0.06 -0.165
C 3.425 2.388 0.771 0.70 -0.14 -0.08 -0.202
C 4.180 1.500 -0.220 -0.18 0.16 0.01 -0.399
C 3.468 1.383 -1.573 -0.02 -0.20 0.13 -0.512
C 2.335 0.377 -1.548 -0.07 0.46 -0.18 0.808
O 1.168 0.662 -1.649 -0.22 0.06 -0.12 -0.624
O 2.784 -0.863 -1.438 0.39 -0.70 0.01 -0.697
C 0.930 2.328 0.899 -0.49 -0.01 0.17 -0.049
C -2.103 -0.167 -0.973 -0.37 0.05 0.18 -0.272
C -1.246 -1.131 -1.446 0.17 -0.39 -0.05 -0.153
C -1.260 -2.425 -0.926 -1.07 1.05 0.33 0.017
N -0.252 -3.316 -1.389 0.57 -0.36 -0.15 0.530
O -0.421 -4.514 -1.312 -0.03 -0.08 -0.09 -0.360
O 0.770 -2.809 -1.838 0.24 -0.21 -0.22 -0.445
H -2.653 -4.868 -0.170 0.00 -0.06 0.05 0.243
H -2.995 -4.205 1.437 -0.04 0.03 0.05 0.212
H -1.331 -4.547 0.925 -0.03 -0.05 0.04 0.237
H -3.747 -2.031 1.311 -0.06 -0.06 0.10 0.227
H -3.908 2.066 -0.514 0.13 -0.03 0.12 0.210
H -4.194 2.292 1.223 0.10 -0.03 -0.14 0.225
H -1.810 0.697 1.915 -0.07 0.16 -0.20 0.411
H 0.518 -0.450 2.550 -0.04 -0.23 0.14 0.205
H 3.242 3.374 0.339 -0.02 -0.06 0.08 0.207
H 4.031 2.501 1.676 -0.13 0.09 -0.09 0.216
H 4.300 0.506 0.213 0.11 0.04 0.04 0.237
H 5.169 1.933 -0.373 0.02 -0.03 0.04 0.214
H 4.183 1.034 -2.319 -0.02 0.05 -0.03 0.238
H 3.069 2.350 -1.882 -0.03 -0.08 -0.05 0.222
H 2.068 -1.531 -1.508 -0.06 0.44 0.11 0.521
H 0.759 3.231 0.353 0.01 0.19 -0.13 0.247
H -2.051 0.825 -1.389 0.03 0.15 -0.05 0.236
H -0.534 -0.875 -2.213 0.02 0.02 0.05 0.267

---

Energy above the lowest of the compared OMol25 structures with the same formula, charge and spin list, top to bottom, in eV: 1.314; 1.476; 0.926; 0.000
Energy list, top to bottom, in hartree: -1785.820718; -1752.096958; -1388.230242; -1290.910501